This record from the OMol25 dataset describes a molecular structure, C27H47CuNO6P2Sb at a distorted geometry. The level of theory is the ωB97M-V functional and the def2-TZVPD basis.

```
85
Properties=species:S:1:pos:R:3:forces:R:3:lowdin_charge:R:1
H 9.48339 8.50364 4.29542 0.5230 -0.2284 0.3245 0.10
H 8.57677 17.12136 8.28431 -0.4936 0.0020 0.3297 0.08
H 15.10504 15.86134 5.61539 -0.6686 -0.1020 0.0823 0.00
H 13.34830 16.18484 6.09027 0.1351 0.1051 -0.3844 -0.04
H 9.55939 7.60742 5.83536 0.3231 0.1158 -0.2158 0.07
H 9.48643 15.89992 4.92544 -0.0815 0.0482 0.3362 0.10
H 16.89799 16.66224 8.00659 0.2742 -0.6615 0.1990 -0.01
C 9.86823 13.95469 10.37408 0.2022 -0.6340 0.5704 -0.42
C 16.75167 6.60138 8.29664 0.8670 0.7505 0.1522 -0.12
C 13.81912 17.01005 9.26961 0.3576 0.3870 -0.4149 -0.34
H 18.29108 8.06521 7.72289 -0.6375 -0.4388 0.3951 0.10
C 18.01503 10.64668 6.85126 -0.8765 -0.3348 -0.3219 -0.01
C 17.21900 7.86282 7.91622 0.3117 0.5885 -0.2692 -0.05
H 7.95087 16.81222 6.63396 0.0371 -0.0062 0.2138 0.09
O 10.68474 13.42628 9.31104 0.1859 0.0424 -0.0129 -0.18
C 16.68412 10.16746 7.06794 0.9730 2.2380 0.2467 -0.18
C 9.77572 12.78077 11.35004 -0.6084 -0.6171 -1.5349 -0.02
H 10.57699 12.86356 5.80353 0.0949 -0.2681 0.5198 0.09
C 14.39808 16.27774 6.35550 0.8911 -0.3639 0.0232 -0.33
H 7.18639 8.69263 9.55006 0.4711 0.4468 0.0427 0.11
C 8.78553 17.19884 7.22732 -0.3583 -0.2505 0.3820 -0.05
C 12.25104 9.06079 4.18272 1.1777 -1.1278 0.1725 -0.05
C 7.88652 9.53487 9.35516 -1.1659 -0.6167 -0.9182 -0.06
C 10.31201 12.60636 6.85126 -1.9447 -0.8858 -1.5272 -0.22
H 9.18070 12.57347 6.82950 1.0642 0.2838 0.2557 0.10
C 11.37065 8.76779 5.35703 -0.4210 1.4899 1.0966 -0.39
C 14.48447 7.40366 8.11509 0.3406 -1.2690 0.8218 -0.14
H 8.49948 8.91638 7.33887 0.2984 -0.1865 0.5031 0.14
O 10.88752 10.13035 5.80722 -0.8894 0.6559 0.7361 -0.22
H 11.53879 14.88168 11.32286 0.7502 -0.2353 0.0811 0.08
H 15.07301 5.33263 8.55628 -0.1279 0.0007 0.2369 0.09
H 17.17000 13.82398 5.81208 0.5494 -0.2401 -0.0702 0.10
H 19.26825 12.31292 6.27870 -0.8580 -0.2653 0.0593 0.11
H 8.94500 7.04632 9.00780 0.4587 0.4011 -0.0719 0.10
H 13.39712 7.25671 8.19816 0.5121 -0.3775 0.0068 0.07
N 15.66242 11.02470 6.78271 0.5423 -0.5622 -0.3567 0.03
H 10.52270 7.06551 4.44846 -0.0741 -0.2724 -0.0997 0.08
H 13.11716 9.70301 4.42662 -0.5875 -0.2024 0.0248 0.09
O 9.92828 10.22844 8.23648 -1.1740 -0.6880 0.1285 -0.19
H 10.77059 12.42226 11.55956 0.4099 -0.0521 0.0780 0.09
O 12.25647 11.11933 7.80052 -2.1601 0.4046 -0.4316 -0.33
H 8.92334 14.20938 9.89490 -0.2173 0.1274 0.4172 0.14
H 11.17880 15.68014 5.30925 0.4920 -0.4342 0.0117 0.06
C 10.55059 15.14099 11.00980 -0.8458 0.7615 -0.2777 -0.03
C 15.40543 6.34709 8.37687 -1.0765 0.5907 -0.5303 -0.10
H 8.41954 9.78153 10.24570 0.0641 0.3555 0.7117 0.07
H 14.61824 17.79644 9.33650 -0.7185 -0.6740 -0.2814 0.01
H 10.59896 15.95951 10.28030 0.1323 -0.0162 0.2531 0.08
C 9.63600 7.92008 9.00695 -0.5088 -1.2006 -0.8525 -0.05
C 15.86736 12.22966 6.26948 0.4956 0.0799 0.0214 -0.15
H 9.30382 13.04591 12.26407 -0.5268 0.3138 0.7695 0.07
C 16.71072 15.72142 8.56896 -0.4430 0.6454 -0.7223 -0.37
H 18.87562 9.99362 6.97838 -0.2333 0.1300 0.1802 0.10
C 8.89920 9.05995 8.35643 1.4028 1.4483 -0.0759 -0.34
Cu 13.88031 10.26358 7.54449 0.1419 -0.7366 0.1770 0.35
H 8.88605 18.25887 7.02000 0.3698 0.0669 -0.2838 0.09
Sb 14.57110 15.21443 8.23039 1.3688 0.4574 0.7761 1.30
H 17.38172 14.89764 8.28589 -0.2261 0.3705 -0.1165 -0.03
C 17.14466 12.78250 6.12309 -0.9709 -0.2260 -0.0686 -0.08
H 13.54089 16.75603 10.28897 -0.2388 0.0220 0.0510 -0.03
H 14.95768 12.76350 5.95457 0.4898 -0.0426 0.3401 0.11
H 16.87088 15.94285 9.61336 -0.0119 0.0048 0.4416 -0.03
H 9.83662 8.13576 10.04740 0.2717 0.2237 0.1163 0.09
H 7.27475 10.34615 8.98309 0.0374 0.3891 0.0572 0.08
C 10.31859 16.28589 5.52527 -0.0108 -0.9491 -0.1821 -0.05
H 11.92438 8.39791 6.22521 0.0564 -0.3292 -0.2847 0.12
C 18.22532 11.94906 6.39655 0.5852 0.1580 0.1534 -0.08
P 10.88470 10.91795 7.20900 2.3028 -0.5056 -0.2531 0.51
H 17.49984 5.89206 8.58973 0.0696 -0.6458 -0.1379 0.09
H 10.01426 15.49644 11.90448 -0.0148 -0.1511 -0.4028 0.10
H 10.55533 17.25509 5.16788 0.1396 1.1001 -0.3772 0.08
H 12.67315 8.06862 3.87895 -0.2983 0.8293 -0.1314 0.11
H 10.54759 7.62895 8.48939 0.0562 0.0589 0.0155 0.08
H 12.94125 17.39914 8.69540 0.6724 -0.2473 0.5566 -0.01
H 14.71950 17.31083 6.47838 -0.2822 0.1247 0.1925 0.00
P 10.90239 13.95707 7.86360 0.0889 0.6841 -0.5962 0.47
C 10.02786 16.37529 6.99400 0.3860 0.7820 0.3035 -0.45
H 9.21959 11.94125 10.86794 0.3610 0.5896 0.4218 0.08
O 12.26916 14.40089 7.52870 -1.3875 -0.0982 -0.2815 -0.43
C 16.30713 8.88893 7.69803 -0.3153 -0.7393 -0.7510 -0.22
H 10.86545 16.86205 7.54628 -0.3087 -0.4794 -0.4792 0.14
H 11.64503 9.48680 3.39725 0.0147 0.1222 -0.3931 0.08
O 9.77387 15.08942 7.60893 0.2847 -0.7510 0.2613 -0.19
C 14.91667 8.67912 7.84885 0.1407 0.4091 -0.3257 -0.18
C 10.15841 7.94059 4.97365 -0.4126 0.3072 0.1868 -0.04
```
Forces are in eV/Å.

* calculated total energy: -4126.73157 Eh
* spin multiplicity: 1
* frontier orbital gap: 6.3 eV
* relative energy (zero: lowest compared OMol25 entry of this formula, charge and spin): 0.0 kcal/mol
* highest occupied orbital energy: -5.9 eV
* LUMO: 0.327 eV


This record from the OMol25 dataset describes 4 unconnected molecules or ions with the total composition H8O4 at a distorted geometry. The level of theory is the ωB97M-V functional and the def2-TZVPD basis.

```
12
Properties=species:S:1:pos:R:3:forces:R:3:lowdin_charge:R:1
H -1.10152 0.99392 3.71525 -2.1305 0.0089 -1.1327 -0.01
H 1.21647 -0.34782 -2.51034 1.4082 -0.9894 -0.0425 0.05
O 2.07786 -0.85774 -2.53775 -4.0956 -1.5193 1.4325 -0.04
O -0.76520 0.53292 -1.55128 -3.1424 -0.0593 -4.6262 -0.01
H -0.31157 0.80629 -0.83771 2.4745 2.1227 3.7176 -0.02
H 2.69868 -0.28620 -2.85379 2.6248 2.4920 -1.3946 -0.03
H -0.70311 -0.67783 -0.26272 -0.7859 3.1744 0.2333 -0.07
H -1.65232 0.93934 -1.54425 0.7843 -0.1487 0.0309 0.09
H -0.60479 -1.92118 0.39836 0.2028 -0.8937 -0.0382 0.05
O -0.55866 -1.53992 -0.48365 0.5426 -4.1847 0.6909 -0.02
O -0.33347 0.73654 4.16397 1.6796 0.4467 0.8359 -0.04
H 0.03763 1.62167 4.30389 0.4374 -0.4496 0.2931 0.05
```
Forces are in eV/Å.

* calculated total energy: -305.69869 Eh
* spin multiplicity: 1
* frontier orbital gap: 11.1 eV
* relative energy (zero: lowest compared OMol25 entry of this formula, charge and spin): 50.5 kcal/mol
* SMILES string: O.O.O.O
* highest occupied orbital energy: -11.0 eV
* LUMO: 0.134 eV


This record from the OMol25 dataset describes a molecular structure, C31H53BrNP3V at a distorted geometry. The level of theory is the ωB97M-V functional and the def2-TZVPD basis.

```
90
Properties=species:S:1:pos:R:3:forces:R:3:lowdin_charge:R:1
C -2.44860 2.47227 2.50617 0.2513 0.0031 -0.3440 -0.39
C 4.92603 -0.34522 2.36114 0.5255 0.0270 -0.4626 -0.11
C -0.30216 -0.66374 -6.14163 0.3275 -0.5234 0.1862 0.01
C 1.56544 -2.71081 -6.35462 -0.7438 1.1063 0.5478 -0.10
C 1.44107 1.87211 -2.22804 0.3008 -0.5764 -0.1267 -0.17
C 2.06584 0.86329 4.00846 0.8581 0.8428 0.6422 -0.44
C 1.03171 0.30153 -4.24230 0.3344 1.0602 -0.1475 0.07
N 0.54336 -2.62129 -7.19885 -0.0775 -0.8684 -0.7644 0.07
H -4.89354 1.20603 2.61892 -0.0980 0.0365 -0.2540 0.07
H 2.57997 1.83088 3.73162 -0.5496 -1.9920 0.6817 -0.07
C -2.27161 -3.19424 0.55284 -0.3557 -0.4726 0.1492 -0.14
Br 2.67837 3.22372 2.16206 -0.8506 0.6872 -2.1745 0.88
H -1.92553 3.84623 -0.03118 -0.2798 0.0032 -0.1448 0.08
H -3.08551 -2.69360 0.01180 0.3522 -0.0829 -0.0265 0.07
C -1.25891 -2.21414 1.13168 0.1592 0.1379 -0.1603 -0.36
C 0.39815 1.83431 -1.24048 -0.7467 2.7377 -0.0781 -0.09
H 3.87661 3.30833 -0.39015 -0.2520 -0.3993 0.3040 0.13
C 1.72260 -1.74109 -5.35813 -0.1631 -0.3306 -0.1436 -0.01
H 1.74442 -4.03052 -1.45281 -0.0795 0.0458 0.0323 0.09
H -1.80082 -3.96011 -0.07746 -0.1756 0.3413 0.0279 0.07
C 2.63402 2.52454 -1.90577 0.4567 0.5682 -0.6113 -0.01
H -4.16483 0.60885 -0.34440 -0.1606 -0.1821 0.3174 0.08
C 2.67005 0.32387 5.30374 -0.1313 -0.1258 0.3603 -0.14
H 2.23343 -3.57243 -6.41672 -0.2012 0.2983 -0.1783 0.12
H 5.05680 0.43531 3.12142 -0.0697 -0.2578 -0.1422 0.09
H -0.81070 -2.15775 -3.09201 -0.1774 -0.1618 0.2913 0.07
H -1.24591 -1.75369 -7.78488 0.3682 0.1428 0.0646 0.12
H -1.11950 0.03066 -6.01117 0.1589 0.2787 -0.1173 0.11
H 5.78250 -0.30347 1.68465 0.1833 -0.1292 0.3198 0.09
H 2.72614 1.12584 6.05413 0.0812 -0.2865 -0.2423 0.09
H -0.62721 1.95301 -1.64652 0.8605 -1.0740 0.4960 0.10
H -2.51283 4.62077 2.01808 -0.1710 -0.2527 0.1607 0.07
H -2.40480 -1.49309 -3.27458 0.0323 -0.0948 0.2758 0.09
H -1.37652 2.45593 2.78617 -0.5130 0.1802 0.3434 0.05
H 3.58098 -0.80912 0.69246 0.0940 -0.1066 0.1800 0.08
H 1.06333 -2.13725 3.41440 0.3483 0.0171 0.1044 0.09
H -0.18258 2.58383 0.81222 0.4529 0.4053 -0.7977 0.06
H 2.49420 -1.86777 -4.61685 0.3061 0.2306 0.0103 0.11
H -1.76345 -1.48895 1.79158 0.1608 -0.0998 -0.2714 0.06
H -2.89198 4.21696 3.69923 -0.1260 -0.0711 -0.3982 0.09
H -2.98358 1.76539 3.15834 0.3759 0.1851 -0.0507 0.07
H -4.63295 2.67578 -0.98847 0.0632 0.1844 0.0209 0.07
H -5.91522 0.45018 1.38790 -0.2040 0.2813 0.2417 0.09
H -2.28177 -0.25506 -1.16270 0.2344 -0.3369 -0.0013 0.05
C -5.11452 1.17771 1.54675 -0.4440 -0.3195 -0.2252 -0.13
C 1.99284 2.40850 0.41123 1.8624 5.3030 0.2701 -0.65
H -0.84313 0.01960 -2.10048 0.0406 -0.2256 0.2475 0.04
H 3.68923 0.90521 1.06069 0.2474 -0.2640 0.2595 0.03
H 3.24293 2.94410 -2.71387 0.0168 -0.6233 0.2936 0.15
H 1.91993 -3.34961 1.50771 0.2426 -0.0145 0.0810 0.04
C -1.70144 -1.86869 -2.51846 -0.2217 -0.2170 -0.3164 -0.12
C -4.00513 3.51306 -0.66679 -0.2238 0.3749 -0.0342 -0.13
C 1.37892 1.22196 -3.51473 -1.6378 -0.7640 0.8415 0.09
P -2.39324 1.64946 0.83110 0.1343 0.2088 0.3341 0.95
C -3.02989 3.88802 2.65569 -0.0499 0.0428 0.1804 -0.13
C -3.94027 0.66507 0.73235 0.6668 0.0966 -0.1131 -0.42
H -3.62505 -0.33911 1.06770 -0.3902 0.2212 -0.1896 0.06
H -4.46245 3.95963 0.22428 0.1017 -0.0580 -0.3095 0.06
C 2.12527 -1.96862 3.16841 0.0147 -0.3224 0.9873 -0.37
H -2.76226 -3.74238 1.36459 0.1188 0.1201 -0.0088 0.09
H 4.88382 -1.33843 2.83270 0.1348 0.4048 -0.0851 0.08
C 2.63562 -3.11448 2.30057 0.0020 -0.2309 -0.0239 -0.11
C -1.37481 -0.75409 -1.53774 -0.1260 0.2455 0.1032 -0.37
H 1.00977 1.18188 4.09035 0.3027 -0.4371 0.1037 0.08
C -0.38231 -1.67042 -7.12187 0.5550 0.3557 1.2473 -0.10
C 2.94739 2.77936 -0.60707 -0.4124 -0.4616 0.3346 -0.08
P 2.18877 -0.27563 2.59274 -0.5553 0.0272 -0.1611 0.86
H -4.10866 3.93090 2.42469 0.5103 -0.0877 0.1387 0.07
H -0.54445 -2.73556 1.78840 0.0026 0.1526 -0.3323 0.07
H 1.38215 -1.53697 -1.78001 -0.2911 -0.0832 0.1355 0.08
H 3.62584 -2.95821 1.86415 -0.1710 0.1935 -0.0233 0.08
C 0.80509 -0.68058 -5.25769 -0.2510 -0.7795 -0.6376 -0.23
H 2.08160 -0.49148 5.74924 0.1737 0.2279 -0.1531 0.08
H -2.15575 -2.73125 -2.01595 0.2095 0.1542 -0.4125 0.06
H 2.01498 -1.90262 -0.19336 -0.3868 -0.1566 -0.1045 0.04
C 0.85709 -3.53820 -1.04034 0.5752 -0.4323 -0.3538 -0.13
H 0.04391 -3.72177 -1.75446 0.1566 0.0731 0.3944 0.07
H -5.46194 2.16396 1.21161 0.1135 -0.3496 0.1722 0.07
P -0.30984 -1.17395 -0.08480 0.3700 0.3675 0.1308 0.93
H 3.68132 -0.05682 5.09811 -0.2190 0.1771 0.2944 0.07
V 1.06305 0.64738 0.86123 -2.5836 -2.7452 -1.2851 0.49
H 2.74349 -4.00137 2.93402 -0.1725 0.1076 -0.1499 0.10
C 3.68057 -0.09138 1.51565 -0.1080 0.0265 0.8147 -0.38
C 1.12880 -2.04689 -0.83593 -0.2252 -0.5857 0.0142 -0.38
C -2.58341 3.04409 -0.39557 0.1252 -0.3037 0.2061 -0.39
H 0.65192 -4.04395 -0.08787 -0.1596 0.1420 -0.2719 0.06
C 0.60516 2.47698 0.03964 1.1172 -0.4364 -0.8631 -0.23
H 2.66399 -1.93216 4.12255 -0.0876 -0.3414 -0.0669 0.08
H -2.14587 2.71182 -1.34274 -0.2152 0.0406 0.1118 0.05
H -4.01352 4.25962 -1.47573 -0.0221 -0.2004 0.3041 0.09
```
Forces are in eV/Å.

* total charge: +2
* calculated total energy: -5809.09831 Eh
* spin multiplicity: 4
* frontier orbital gap (alpha / beta): 6.1 / 6.0 eV
* relative energy (zero: lowest compared OMol25 entry of this formula, charge and spin): 63.7 kcal/mol
* highest occupied orbital energy (alpha / beta): -13.5 / -13.5 eV
* LUMO (alpha / beta): -7.385 / -7.497 eV
* <S²>: 3.778